[1]
Formula: C5H10N2O2
Source: the OMol25 dataset
Level of theory: the ωB97M-V functional and the def2-TZVPD basis

## Properties
* spin multiplicity: 1
* HOMO-LUMO gap: 9.0 eV
* net charge: 0
* SMILES string: COC(N)=O.C=C=NC
* energy: -12419.564 eV
* ΔE to the lowest compared entry with this formula, charge and spin: 377.1 kJ/mol
* HOMO level: -0.301 Ha
* LUMO: 0.8 eV

```
19
Properties=species:S:1:pos:R:3:nbo_charge:R:1
C 1.72976 -0.44793 -1.62390 -0.250
O 1.08229 -0.02541 -0.42086 -0.582
C 0.44474 1.33916 -0.45118 0.929
N 0.86157 2.01636 0.65377 -0.821
O 0.04873 1.79599 -1.48441 -0.594
H 1.17369 -0.10955 -2.49899 0.203
H 1.82476 -1.53212 -1.62777 0.192
H 2.73711 -0.03245 -1.65760 0.180
H 0.97824 1.44294 1.48060 0.415
H 0.47870 2.94461 0.74060 0.403
C 0.32852 -1.98131 1.17078 -0.634
C -0.34833 -0.95776 0.68057 0.461
N -1.20476 -0.06239 0.88760 -0.534
C -2.55778 0.07176 0.42220 -0.417
H 1.10185 -2.47026 0.60266 0.217
H 0.08519 -2.35117 2.15520 0.235
H -2.60055 0.82992 -0.36828 0.210
H -2.97785 -0.88126 0.09007 0.185
H -3.18589 0.41087 1.24892 0.204
```


[2]
Formula: C22H31Si
Source: the OMol25 dataset
Level of theory: the ωB97M-V functional and the def2-TZVPD basis

## Properties
* spin multiplicity: 1
* HOMO-LUMO gap: 5.8 eV
* net charge: +1
* energy: -31188.096 eV
* ΔE to the lowest compared entry with this formula, charge and spin: 14.8 kJ/mol
* HOMO level: -0.410 Ha
* LUMO: -5.4 eV

```
54
Properties=species:S:1:pos:R:3:nbo_charge:R:1
C -1.32382 -0.88474 3.92367 -1.117
Si -1.50603 0.80794 3.14963 1.623
C -3.18006 0.93639 2.32923 -1.121
C -1.37007 2.18655 4.40402 -1.118
C -0.12590 0.95411 1.82247 -0.394
C -0.50075 0.90023 0.52042 -0.436
C 1.28322 1.00667 2.24243 -0.006
C 2.29628 1.24258 1.28515 -0.224
C 3.64635 1.17310 1.62455 -0.215
C 4.02702 0.93192 2.95072 -0.182
C 3.04151 0.75171 3.92814 -0.207
C 1.69152 0.79070 3.58199 -0.207
H -2.10310 -1.01830 4.68690 0.249
H -1.44514 -1.66951 3.16452 0.230
H -0.34808 -1.02976 4.40280 0.242
H -3.95673 0.81365 3.09915 0.254
H -3.31735 1.92113 1.86137 0.248
H -3.32824 0.16063 1.56651 0.226
H -2.15552 2.06053 5.16261 0.249
H -0.40096 2.21308 4.91519 0.243
H -1.51911 3.15787 3.91287 0.250
H 0.20003 1.09364 -0.28962 0.183
H -1.55616 0.83574 0.24043 0.208
H 2.01569 1.50098 0.26307 0.191
H 4.40040 1.32607 0.85104 0.219
H 5.08155 0.89874 3.22179 0.226
H 3.32086 0.58688 4.96908 0.227
H 0.94301 0.65115 4.36543 0.215
C -0.11516 -2.11792 -0.01255 -0.729
C 0.47880 -1.19543 -0.99224 0.194
C 0.12903 -0.98833 -2.33287 -0.156
C 1.08351 -0.36403 -3.22439 0.145
C 2.49145 -0.10786 -2.78264 -0.665
C 0.71395 -0.02476 -4.51579 -0.260
C -0.56565 -0.29437 -5.01311 0.174
C -0.94033 0.12452 -6.39971 -0.661
C -1.46690 -0.97801 -4.19078 -0.264
C -1.15836 -1.34031 -2.88739 0.153
C -2.18671 -2.09418 -2.11118 -0.658
H 0.58811 -2.24018 0.82508 0.257
H -1.03809 -1.70963 0.42259 0.281
H -0.33016 -3.11930 -0.41373 0.258
H 1.42895 -0.77071 -0.66338 0.227
H 3.05469 0.34759 -3.60696 0.243
H 2.55237 0.57845 -1.92676 0.235
H 2.99844 -1.04335 -2.50552 0.243
H 1.44604 0.45977 -5.16647 0.233
H -1.97137 -0.16741 -6.61952 0.234
H -0.85458 1.21244 -6.51982 0.255
H -0.28325 -0.33529 -7.14955 0.255
H -2.44939 -1.23646 -4.59476 0.232
H -3.08913 -2.20670 -2.72646 0.240
H -1.83850 -3.10459 -1.85999 0.241
H -2.48819 -1.58366 -1.18768 0.238
```


[3]
Formula: C5H10N2
Source: the OMol25 dataset
Level of theory: the ωB97M-V functional and the def2-TZVPD basis

## Properties
* spin multiplicity: 1
* HOMO-LUMO gap: 9.0 eV
* net charge: 0
* energy: -8325.445 eV
* ΔE to the lowest compared entry with this formula, charge and spin: 182.2 kJ/mol
* HOMO level: -0.294 Ha
* LUMO: 1.0 eV

```
17
Properties=species:S:1:pos:R:3:nbo_charge:R:1
C 0.53901 -0.98280 1.01602 -0.605
C 1.77054 0.32823 -0.76054 -0.630
C 0.52620 0.22646 0.09807 -0.126
N -2.13946 -0.78313 -0.31164 -0.848
C -0.06265 1.45834 0.60758 0.101
C -1.25527 0.26688 -0.52124 0.151
N -1.33522 1.39138 0.34470 -0.448
H -2.82074 -0.64241 0.41902 0.391
H -2.49054 -1.26755 -1.12315 0.381
H 0.42554 2.34365 1.00539 0.179
H -1.08612 0.51224 -1.56737 0.186
H 0.52791 -1.90871 0.43637 0.212
H 1.44423 -0.97939 1.63138 0.199
H 2.67268 0.38792 -0.14164 0.211
H 1.74399 1.20446 -1.40946 0.210
H 1.87347 -0.55861 -1.38930 0.217
H -0.33355 -0.99696 1.66581 0.219
```


[4]
Formula: C5H12N3S
Source: the OMol25 dataset
Level of theory: the ωB97M-V functional and the def2-TZVPD basis

## Properties
* spin multiplicity: 1
* HOMO-LUMO gap (spin up / spin down): 7.3 / 7.3 eV
* net charge: +1
* SMILES string: CN[C@H](C)N(C)C=[N+]=S
* energy: -20674.324 eV
* ΔE to the lowest compared entry with this formula, charge and spin: 436.9 kJ/mol
* HOMO level (spin up / spin down): -0.447 / -0.447 Ha
* LUMO (spin up / spin down): -4.8 / -4.8 eV

```
21
Properties=species:S:1:pos:R:3:nbo_charge:R:1
C -1.39421 -1.90649 -0.65850 -0.424
N -0.64327 -1.20228 0.25138 -0.558
C 0.50191 -0.41152 -0.12978 0.112
C 1.72971 -0.61656 0.84476 -0.624
N 0.21172 1.04832 -0.13517 -0.303
C 1.22219 2.04295 -0.47131 -0.418
C -0.93576 1.48058 0.38297 0.378
N -2.07147 0.50440 0.70646 -0.625
S -3.33721 0.23705 -0.06982 0.485
H -1.28730 -1.60089 -1.76507 0.226
H -1.30916 -3.02973 -0.62994 0.234
H -2.37850 -1.70429 -0.64532 0.192
H -0.82833 -1.38515 1.27667 0.431
H 0.91056 -0.73373 -1.12061 0.234
H 1.73802 0.21810 1.43237 0.206
H 2.69730 -0.80449 0.35884 0.247
H 1.63634 -1.49346 1.45209 0.247
H 1.61923 1.89594 -1.50177 0.249
H 0.66631 2.95847 -0.47722 0.228
H 2.07480 1.95505 0.19265 0.238
H -0.82287 2.54774 0.70631 0.244
```


[5]
Formula: C32H44BO
Source: the OMol25 dataset
Level of theory: the ωB97M-V functional and the def2-TZVPD basis

## Properties
* spin multiplicity: 1
* HOMO-LUMO gap: 7.0 eV
* net charge: -1
* energy: -36621.348 eV
* HOMO level: -0.169 Ha
* LUMO: 2.4 eV

```
78
Properties=species:S:1:pos:R:3:lowdin_charge:R:1
C -0.30852 3.91074 2.24225 -0.121
C 0.38892 4.39702 0.97950 -0.282
C 0.68344 3.28769 -0.04264 -0.265
C -0.51935 2.45470 -0.50899 -0.214
B -0.16532 0.85535 -0.81929 -0.499
C -0.93105 -0.15671 0.24030 -0.209
C -0.49628 -0.06914 1.71339 -0.247
O 0.78482 0.52142 1.92932 -0.182
C 1.85981 -0.37398 2.05159 -0.283
C 1.96232 -1.43628 0.96151 -0.089
H 0.20782 3.06278 2.69024 0.067
H -1.32777 3.59532 2.03312 0.058
H -0.34483 4.71474 2.98004 0.044
H -0.21008 5.17770 0.50445 0.095
H 1.34218 4.83958 1.28504 0.083
H 1.45713 2.64329 0.37902 0.083
H 1.13435 3.76883 -0.91363 0.094
H -0.89086 2.92593 -1.41946 0.064
H -1.30561 2.49121 0.24463 0.060
H 1.05172 0.70124 -0.81790 0.039
H -0.55830 0.55572 -1.95337 0.035
H -1.99797 0.08231 0.19539 0.073
H -0.84337 -1.18614 -0.12487 0.042
H -1.20160 0.58625 2.22918 0.103
H -0.56290 -1.03777 2.21922 0.101
H 2.76366 0.23843 1.99011 0.113
H 1.89246 -0.84731 3.04541 0.100
H 1.21156 -2.20727 1.13368 0.064
H 2.92924 -1.93477 1.04212 0.057
H 1.81965 -1.00700 -0.02318 0.052
C -1.11463 -2.94327 -2.56943 -0.085
C -0.52135 -3.46604 -3.70985 -0.097
C -1.09653 -3.25011 -4.95499 -0.116
C -2.26287 -2.50503 -5.05773 -0.115
C -2.85401 -1.98068 -3.91596 -0.091
C -2.28317 -2.20274 -2.67100 -0.083
H -0.66103 -3.10106 -1.59989 0.096
H 0.39628 -4.03543 -3.62903 0.096
H -0.63291 -3.65693 -5.84611 0.092
H -2.70854 -2.32928 -6.02967 0.087
H -3.75972 -1.39289 -3.99701 0.098
H -2.73565 -1.78794 -1.78029 0.101
C 1.15654 7.32275 4.04950 -0.093
C 0.46522 8.51124 4.23820 -0.097
C -0.01391 8.84499 5.49770 -0.107
C 0.20256 7.99135 6.57046 -0.108
C 0.89535 6.80322 6.38203 -0.100
C 1.37015 6.46776 5.12180 -0.093
H 1.52431 7.05827 3.06649 0.100
H 0.29742 9.17694 3.40122 0.099
H -0.55865 9.76952 5.64273 0.095
H -0.17095 8.25103 7.55312 0.095
H 1.06299 6.13608 7.21799 0.098
H 1.90312 5.53790 4.97211 0.105
C 5.58527 -3.74832 5.55652 -0.105
C 5.09559 -3.59131 4.26711 -0.094
C 3.72679 -3.53346 4.04545 -0.088
C 2.84744 -3.62599 5.11517 -0.091
C 3.33658 -3.78091 6.40482 -0.101
C 4.70551 -3.84451 6.62578 -0.107
H 6.65332 -3.79332 5.72852 0.096
H 5.78136 -3.51176 3.43336 0.100
H 3.34295 -3.41206 3.04076 0.091
H 1.78037 -3.57341 4.94207 0.103
H 2.64987 -3.84924 7.23899 0.097
H 5.08694 -3.96645 7.63181 0.095
C -3.45043 -4.84811 -7.71019 -0.096
C -2.85892 -5.37125 -8.85167 -0.095
C -3.43660 -5.15528 -10.09542 -0.104
C -4.60392 -4.41139 -10.19815 -0.105
C -5.19418 -3.88608 -9.05679 -0.099
C -4.61882 -4.10622 -7.81293 -0.096
H -2.99994 -5.01321 -6.73970 0.096
H -1.94516 -5.94618 -8.77156 0.099
H -2.97601 -5.56539 -10.98532 0.096
H -5.05249 -4.23911 -11.16837 0.096
H -6.10266 -3.30280 -9.13698 0.098
H -5.07814 -3.69773 -6.92186 0.102
```


[6]
Formula: C25H33CsF6I2N3O5PS3
Source: the OMol25 dataset
Level of theory: the ωB97M-V functional and the def2-TZVPD basis

## Properties
* spin multiplicity: 1
* HOMO-LUMO gap: 5.3 eV
* net charge: -2
* energy: -116017.195 eV
* ΔE to the lowest compared entry with this formula, charge and spin: 305.4 kJ/mol
* HOMO level: -0.053 Ha
* LUMO: 3.8 eV

```
79
Properties=species:S:1:pos:R:3:lowdin_charge:R:1
Cs 1.78357 1.04077 -1.50104 1.142
C -2.17073 -2.91243 -2.49724 -0.120
C -1.04473 -1.95753 -2.11134 -0.545
C 0.05037 -2.75143 -1.40074 -0.148
P -1.32413 -0.47593 -0.97784 1.036
C -2.52963 0.65377 -1.90684 -0.539
C -2.62993 1.88227 -1.00204 -0.155
C -3.93623 0.19707 -2.28314 -0.123
C -2.33403 -1.14983 0.37496 -0.297
C -3.52193 -1.85333 0.30436 -0.091
C -4.15713 -2.33383 1.44366 -0.318
C -5.44703 -3.10243 1.34126 -0.089
C -3.55443 -2.11023 2.68436 -0.080
C -2.37913 -1.41463 2.79426 -0.049
C -1.73013 -0.88483 1.64416 -0.359
N -0.57253 -0.25723 1.64276 0.024
C 0.03017 0.27087 2.73856 -0.232
C 1.38137 -0.04983 3.00046 -0.218
C 2.10437 -1.01243 2.09936 -0.044
C 2.04257 0.53037 4.06796 -0.063
C 1.41547 1.44487 4.90446 -0.315
C 2.14617 2.07977 6.05456 -0.073
C 0.09287 1.77907 4.63476 -0.035
C -0.59843 1.23017 3.57296 -0.204
C -1.99683 1.68737 3.27216 -0.042
H -1.77083 -3.66193 -3.18414 0.070
H -2.98463 -2.40193 -3.00504 0.045
H -2.56003 -3.42263 -1.61814 0.065
H -0.62323 -1.52983 -3.03234 0.093
H -0.30943 -3.08013 -0.42544 0.078
H 0.93087 -2.13453 -1.24964 0.028
H 0.34457 -3.61963 -1.99004 0.075
H -1.99493 0.93337 -2.82814 0.099
H -3.15763 1.61407 -0.08664 0.069
H -3.15763 2.70327 -1.48874 0.077
H -1.63653 2.23177 -0.72114 0.034
H -4.48903 -0.10153 -1.39554 0.060
H -3.91973 -0.62843 -2.98954 0.047
H -4.46903 1.02407 -2.75854 0.070
H -3.98793 -2.04363 -0.65184 0.082
H -5.78753 -3.12453 0.30676 0.062
H -6.23553 -2.65013 1.94906 0.063
H -5.31843 -4.13363 1.68236 0.063
H -4.02493 -2.50643 3.58006 0.100
H -1.90283 -1.28303 3.76006 0.106
H 1.46367 -1.25193 1.25386 0.047
H 2.34007 -1.93703 2.63116 0.076
H 3.03667 -0.57203 1.73576 0.075
H 3.08027 0.26497 4.25176 0.114
H 3.20387 1.82377 6.02946 0.066
H 1.73157 1.75807 7.01316 0.065
H 2.05667 3.16487 6.00936 0.067
H -0.40773 2.50677 5.26736 0.109
H -2.22133 2.62077 3.78886 0.070
H -2.73333 0.93777 3.56896 0.065
H -2.10983 1.83877 2.19916 0.073
I 4.91407 3.25537 2.14196 0.521
C 2.75997 3.37697 2.24996 -1.071
I 1.66147 4.03807 0.35026 0.814
H 2.54997 4.05907 3.06996 -0.063
H 2.43667 2.37737 2.51976 -0.096
F 5.20347 -2.37583 -2.78624 0.132
C 4.36237 -2.58423 -3.79624 -0.638
F 3.91427 -3.84343 -3.65734 0.116
F 5.07917 -2.56513 -4.92664 0.119
S 2.93027 -1.33873 -3.86974 0.548
O 2.73327 -0.96193 -2.50104 -0.648
O 1.88927 -2.05153 -4.53084 -0.257
N 3.49297 -0.16323 -4.73394 -0.278
S 4.33087 0.87267 -3.88404 0.567
O 3.55517 1.66647 -2.98744 -0.636
O 5.58187 0.36407 -3.43114 -0.251
C 4.71097 2.04847 -5.29444 -0.655
F 3.58107 2.59527 -5.74454 0.133
F 5.29667 1.43437 -6.32784 0.124
F 5.51737 3.05467 -4.93614 0.133
O -0.62963 4.23387 -3.57194 -0.594
S 0.19047 3.78657 -2.42984 0.455
N 0.43217 4.85057 -1.41934 -0.746
```


[7]
Formula: C3H3BrO
Source: the OMol25 dataset
Level of theory: the ωB97M-V functional and the def2-TZVPD basis

## Properties
* spin multiplicity: 1
* HOMO-LUMO gap: 10.0 eV
* net charge: 0
* energy: -75244.337 eV
* ΔE to the lowest compared entry with this formula, charge and spin: 404.6 kJ/mol
* HOMO level: -0.367 Ha
* LUMO: 0.0 eV

```
8
Properties=species:S:1:pos:R:3:nbo_charge:R:1
C 0.31568 -0.81070 -1.97670 -0.362
C 0.31923 0.09748 -1.20354 -0.130
C 0.02405 0.61197 0.82493 0.086
O 0.37533 -0.43591 1.66782 -0.666
Br -1.77501 1.12766 0.83127 0.093
H 0.57148 -1.30194 -2.93749 0.240
H 0.65019 1.60146 0.85586 0.241
H -0.48095 -0.89001 1.93784 0.499
```


[8]
Formula: C27H22NNaO2
Source: the OMol25 dataset
Level of theory: the ωB97M-V functional and the def2-TZVPD basis

## Properties
* spin multiplicity: 2
* HOMO-LUMO gap (spin up / spin down): 4.6 / 5.1 eV
* net charge: -1
* energy: -38358.117 eV
* ⟨S²⟩: 0.786
* ΔE to the lowest compared entry with this formula, charge and spin: 0.0 kJ/mol
* HOMO level (spin up / spin down): -0.118 / -0.139 Ha
* LUMO (spin up / spin down): 1.4 / 1.3 eV

```
53
Properties=species:S:1:pos:R:3:nbo_charge:R:1
O 3.17375 3.15885 3.24780 -0.756
C 3.37857 1.96746 3.54339 0.759
O 3.63735 1.32142 4.58039 -0.765
C 3.21728 1.00182 2.32469 -0.151
C 4.20739 -0.18323 2.31709 -0.425
C 3.36321 -1.36241 2.63065 -0.032
C 2.01593 -0.97715 2.74463 0.233
C 1.04335 -1.91257 3.09942 -0.273
C 1.42357 -3.25018 3.25193 -0.214
C 2.76700 -3.62912 3.13210 -0.243
C 3.75301 -2.67960 2.84644 -0.197
N 1.91177 0.39923 2.56227 -0.353
C 0.80104 1.15202 2.67413 0.073
C -0.50207 0.62710 2.63104 -0.287
C -1.53577 1.15480 3.37770 -0.228
C -2.80409 0.50760 3.59674 -0.061
C -3.65969 0.96368 4.63649 -0.269
C -4.86106 0.31634 4.91556 -0.298
C -5.28472 -0.74576 4.09666 -0.341
C -4.46937 -1.18683 3.04756 -0.229
C -3.23963 -0.58269 2.81073 -0.156
H 3.22615 1.56763 1.38879 0.199
H 4.66592 -0.25170 1.32097 0.204
H 5.00950 -0.04449 3.05011 0.248
H 0.02053 -1.59330 3.25746 0.225
H 0.66036 -3.99309 3.47663 0.205
H 3.04528 -4.67421 3.27044 0.201
H 4.81227 -2.93620 2.78357 0.206
H 0.96543 2.22980 2.78429 0.240
H -0.68151 -0.22646 1.97332 0.204
H -1.33321 2.07642 3.93756 0.205
H -3.30841 1.79262 5.26245 0.222
H -5.47311 0.64298 5.76189 0.217
H -6.23657 -1.24653 4.30537 0.213
H -4.77566 -2.04304 2.44067 0.217
H -2.59407 -0.94804 2.00312 0.214
C -4.60978 1.62180 -0.63768 -0.398
Na -5.65693 1.74231 3.02334 0.961
C -3.26559 1.42161 -0.23414 -0.234
C -2.94613 2.36293 0.77386 -0.365
C -4.10779 3.14507 1.05767 -0.158
C -5.17675 2.64074 0.19792 -0.069
C -6.46494 3.17364 0.32753 -0.259
C -6.71132 4.14788 1.30214 -0.327
C -5.68514 4.62809 2.13328 -0.333
C -4.37476 4.14819 2.00509 -0.248
H -5.14794 1.10722 -1.43613 0.195
H -2.58354 0.66583 -0.63239 0.199
H -1.98013 2.52667 1.24854 0.214
H -7.25218 2.82408 -0.34791 0.200
H -7.72142 4.55157 1.41606 0.199
H -5.89804 5.41727 2.85982 0.203
H -3.53575 4.54400 2.58513 0.211
```


> What is the formula in the fifth record?

C32H44BO